(1)
Molecular formula: C14H21ClNO8
Method: DFT, wB97M-V/def2-TZVPD

XYZ file:
```
45
Properties=species:S:1:pos:R:3:nbo_charge:R:1
O 0.44 -1.61 -0.19 -0.477
C 0.58 -1.86 -1.35 0.770
O 0.34 -3.14 -1.83 -0.471
Cl 0.35 -3.24 -3.53 0.289
C 1.04 -0.81 -2.37 0.003
C 0.06 0.04 -2.89 -0.222
C 0.48 0.96 -3.81 0.100
N 1.76 1.02 -4.18 -0.416
C 2.70 0.22 -3.68 0.094
C 2.38 -0.73 -2.75 -0.213
H -0.98 -0.03 -2.59 0.284
H -0.24 1.66 -4.22 0.261
H 2.04 1.71 -4.86 0.457
H 3.73 0.30 -4.01 0.260
H 3.10 -1.41 -2.32 0.274
C -2.29 -1.95 0.37 -0.634
C -2.39 -0.46 0.59 -0.074
O -3.35 0.14 -0.28 -0.516
C -4.63 0.01 0.10 0.981
O -5.01 -0.55 1.09 -0.629
O -5.40 0.58 -0.82 -0.497
C -6.80 0.45 -0.58 -0.259
H -2.11 -2.17 -0.69 0.181
H -1.49 -2.38 0.96 0.232
H -3.23 -2.45 0.64 0.237
H -1.43 0.01 0.36 0.176
H -2.61 -0.22 1.63 0.210
H -7.06 0.79 0.42 0.204
H -7.11 -0.58 -0.73 0.192
H -7.32 1.08 -1.31 0.199
C 1.81 -0.93 2.07 -0.635
C 2.41 0.23 1.29 -0.065
O 2.37 1.44 2.04 -0.501
C 3.34 1.57 2.97 0.981
O 4.21 0.77 3.19 -0.640
O 3.15 2.72 3.60 -0.490
C 4.07 2.96 4.67 -0.259
H 0.81 -0.68 2.42 0.213
H 1.76 -1.82 1.46 0.219
H 2.41 -1.16 2.95 0.232
H 1.82 0.41 0.39 0.165
H 3.43 0.00 0.97 0.189
H 5.10 2.85 4.34 0.199
H 3.86 2.28 5.50 0.194
H 3.92 3.98 5.01 0.201
```

- net charge = +1
- E_tot (eV) = -45242.689

(2)
Molecular formula: C14H21CoF4N2OS
Method: DFT, wB97M-V/def2-TZVPD

XYZ file:
```
44
Properties=species:S:1:pos:R:3:nbo_charge:R:1
Co -0.31 -0.27 0.55 1.103
C -0.45 -3.58 1.49 -0.639
C -1.65 -2.67 1.40 -0.214
N -1.62 -1.67 0.29 -0.401
C -1.30 -2.30 -1.03 -0.245
C -2.24 -3.41 -1.47 -0.642
C -2.93 -0.96 0.26 -0.229
C -2.81 0.34 -0.50 -0.243
N -1.58 0.95 0.01 -0.698
C -1.18 2.20 -0.39 0.064
C 0.12 2.58 -0.03 0.274
F 0.85 1.66 0.64 -0.299
C 0.66 3.81 -0.33 0.362
F 1.91 4.09 0.06 -0.301
C -0.08 4.75 -1.03 -0.370
C -1.36 4.39 -1.40 0.343
F -2.12 5.27 -2.08 -0.305
C -1.91 3.16 -1.10 0.300
F -3.17 2.91 -1.49 -0.320
H -0.55 -4.19 2.39 0.219
H 0.47 -3.01 1.53 0.261
H -0.39 -4.27 0.64 0.204
H -1.75 -2.09 2.32 0.208
H -2.58 -3.25 1.29 0.186
H -0.27 -2.65 -0.96 0.253
H -1.29 -1.49 -1.77 0.210
H -2.24 -4.25 -0.78 0.210
H -1.90 -3.78 -2.44 0.232
H -3.27 -3.07 -1.61 0.205
H -3.17 -0.73 1.30 0.212
H -3.71 -1.62 -0.13 0.203
H -3.69 0.94 -0.31 0.215
H -2.76 0.17 -1.59 0.185
H 0.33 5.71 -1.28 0.251
O 1.02 -1.14 0.34 -0.794
C 5.37 -0.46 0.39 -0.750
S 4.03 0.66 0.80 0.219
C 5.02 2.11 1.23 -0.754
H 5.96 -0.08 -0.45 0.206
H 4.92 -1.41 0.10 0.233
H 6.03 -0.63 1.24 0.206
H 5.66 1.91 2.08 0.206
H 4.32 2.91 1.49 0.230
H 5.62 2.44 0.38 0.207
```

- net charge = 0
- E_tot (eV) = -79214.976

(3)
Molecular formula: C14H21ErN7S3
Method: DFT, wB97M-V/def2-TZVPD

XYZ file:
```
46
Properties=species:S:1:pos:R:3:nbo_charge:R:1
Er 0.74 0.36 -0.20 1.655
N 0.43 3.77 -3.54 -0.768
C 0.41 2.97 -2.46 0.329
S 1.29 1.46 -2.61 -0.379
N -0.24 3.42 -1.42 -0.426
N -0.22 2.56 -0.35 -0.328
C -0.58 3.09 0.76 0.081
C -0.67 2.31 1.99 0.164
C -0.99 2.94 3.18 -0.201
C -1.04 2.20 4.35 -0.114
C -0.77 0.85 4.29 -0.235
C -0.45 0.29 3.06 0.082
N -0.42 0.98 1.92 -0.536
H 1.03 3.56 -4.31 0.413
H 0.04 4.70 -3.45 0.412
H -0.81 4.16 0.79 0.219
H -1.18 4.01 3.18 0.240
H -1.28 2.68 5.29 0.240
H -0.78 0.23 5.17 0.243
H -0.21 -0.76 2.99 0.212
C 0.16 -2.18 -2.45 -0.237
C -1.07 -1.29 -2.45 -0.244
N -1.37 -0.70 -1.12 -0.675
C -2.11 -1.56 -0.18 -0.233
C -1.32 -2.74 0.37 -0.534
S 0.33 -2.31 1.02 0.260
C 1.47 -3.31 0.02 -0.532
C 2.19 -2.55 -1.10 -0.241
N 1.32 -1.57 -1.76 -0.674
H -0.05 -3.13 -1.97 0.195
H 0.41 -2.42 -3.49 0.225
H -0.90 -0.45 -3.13 0.242
H -1.93 -1.85 -2.83 0.205
H -1.95 0.12 -1.29 0.405
H -2.42 -0.92 0.65 0.219
H -3.02 -1.95 -0.65 0.210
H -1.89 -3.17 1.19 0.252
H -1.20 -3.53 -0.36 0.228
H 2.22 -3.71 0.71 0.263
H 0.91 -4.16 -0.35 0.231
H 3.04 -2.00 -0.69 0.238
H 2.59 -3.29 -1.81 0.211
H 1.87 -1.06 -2.44 0.413
S 2.95 2.28 2.91 -0.100
C 2.80 1.23 1.72 0.192
N 2.64 0.45 0.83 -0.820
```

- spin multiplicity = 4
- expectation value of S² = 3.75
- energy above the lowest of the compared OMol25 structures with the same formula, charge and spin (kcal/mol) = 0.0
- net charge = +1
- E_tot (eV) = -85415.934